Density functional theory data (ωB97M-V/def2-TZVPD) for a 2-piece molecular cluster, C20H24N3O4S2 overall at a distorted geometry.

Bonds (Å) are listed after each position.
CARTESIAN COORDINATES (ANGSTROEM)
1 C 0.2631 3.9021 3.0740  C2 1.523, H26 1.091, H27 1.084, H28 1.086
2 C 0.7782 2.4784 2.9060  C1 1.523, C3 1.512, H29 1.090, H30 1.088
3 C 0.1954 1.7236 1.7321  C2 1.512, C4 1.330, C24 1.498
4 C 0.6967 0.5700 1.2991  C3 1.330, C5 1.486, H31 1.082
5 C 0.0681 -0.0666 0.1131  C4 1.486, O6 1.200, C7 1.491
6 O -0.1440 -1.2446 0.0261  C5 1.200
7 C -0.3501 0.8764 -0.9639  C5 1.491, C8 1.506, C19 1.334
8 C -0.1725 0.5250 -2.4180  C7 1.506, C9 1.532, H32 1.093, H33 1.089
9 C 0.7120 -0.6942 -2.6954  C8 1.532, C10 1.524, H34 1.085, H35 1.092
10 C 2.1471 -0.5407 -2.2063  C9 1.524, S11 1.831, H36 1.088, H37 1.087
11 S 3.1897 -1.8436 -2.9611  C10 1.831, C12 1.770
12 C 2.6367 -3.2654 -2.0627  S11 1.770, S13 1.613, N14 1.392
13 S 2.0087 -4.5559 -2.7985  C12 1.613
14 N 2.8139 -3.1938 -0.6840  C12 1.392, C15 1.382, C18 1.396
15 C 1.8911 -3.4752 0.3050  N14 1.382, C16 1.365, H38 1.074
16 C 2.4783 -3.2439 1.5155  C15 1.365, N17 1.401, H39 1.077
17 N 3.7985 -2.8321 1.2909  C16 1.401, C18 1.301
18 C 3.9702 -2.8158 0.0010  N14 1.396, N17 1.301, H40 1.077
19 C -0.8943 2.0139 -0.5281  C7 1.334, N20 1.413, C24 1.500
20 N -1.3740 3.0155 -1.4017  C19 1.413, C21 1.275
21 C -2.4689 2.7564 -2.0012  N20 1.275, C22 1.498, C23 1.505
22 C -2.7778 3.4225 -3.3074  C21 1.498, H41 1.089, H42 1.084, H43 1.090
23 C -3.4979 1.7825 -1.4940  C21 1.505, H44 1.085, H45 1.091, H46 1.088
24 C -0.9755 2.2393 0.9529  C3 1.498, C19 1.500, O25 1.203
25 O -1.9283 2.7596 1.4705  C24 1.203
26 H 0.8898 4.3932 3.8198  C1 1.091
27 H -0.7472 3.9089 3.4659  C1 1.084
28 H 0.3397 4.4891 2.1630  C1 1.086
29 H 1.8538 2.5083 2.7315  C2 1.090
30 H 0.6381 1.8836 3.8066  C2 1.088
31 H 1.5388 0.0761 1.7659  C4 1.082
32 H -1.1645 0.2968 -2.8171  C8 1.093
33 H 0.2136 1.3921 -2.9520  C8 1.089
34 H 0.2566 -1.6090 -2.3324  C9 1.085
35 H 0.7656 -0.8086 -3.7797  C9 1.092
36 H 2.2591 -0.6865 -1.1340  C10 1.088
37 H 2.5574 0.4340 -2.4583  C10 1.087
38 H 0.8692 -3.7853 0.1900  C15 1.074
39 H 2.0306 -3.3485 2.4895  C16 1.077
40 H 4.8612 -2.5671 -0.5504  C18 1.077
41 H -3.4780 4.2510 -3.2125  C22 1.089
42 H -1.8674 3.7324 -3.8080  C22 1.084
43 H -3.2634 2.6787 -3.9398  C22 1.090
44 H -3.6663 1.9040 -0.4295  C23 1.085
45 H -3.1731 0.7691 -1.7335  C23 1.091
46 H -4.4407 1.9162 -2.0192  C23 1.088
47 C -1.6160 -2.5990 2.7702  C48 1.550, H51 1.091, H52 1.092, H53 1.093
48 C -1.2772 -3.9209 3.5050  C47 1.550, O49 1.255, O50 1.249
49 O -0.1095 -4.0197 3.9542  C48 1.255
50 O -2.2122 -4.7463 3.5727  C48 1.249
51 H -0.7585 -1.9246 2.7487  C47 1.091
52 H -1.9185 -2.8126 1.7425  C47 1.092
53 H -2.4453 -2.0992 3.2768  C47 1.093

Computed properties:
- E_tot: -2038.10355 a.u.
- E_LUMO: 1.28 eV
- Relative energy (zero: lowest compared OMol25 entry of this formula, charge and spin): 0.0 kJ/mol
- Charge: -1
- Orbital gap: 5.25 eV

Density functional theory data (ωB97M-V/def2-TZVPD) for an isolated molecule of C20H24N4O2.

Bonds (Å) are listed after each position.
CARTESIAN COORDINATES (ANGSTROEM)
1 C 1.0298 2.8849 0.1531  C2 1.499, H27 1.093, H28 1.087, H29 1.089
2 C 2.3308 2.3090 0.6263  C1 1.499, C3 1.386, C8 1.398
3 C 3.4082 3.1335 0.9105  C2 1.386, C4 1.383, H30 1.080
4 C 4.6106 2.6014 1.3405  C3 1.383, C5 1.381, H31 1.080
5 C 4.7385 1.2366 1.5089  C4 1.381, C6 1.389, H32 1.080
6 C 3.6777 0.3785 1.2466  C5 1.389, C7 1.496, C8 1.396
7 C 3.8245 -1.0924 1.4738  C6 1.496, H33 1.090, H34 1.089, H35 1.087
8 C 2.4803 0.9278 0.7857  C2 1.398, C6 1.396, N9 1.417
9 N 1.3703 0.0920 0.5063  C8 1.417, C10 1.351, H36 1.010
10 C 1.3568 -0.8940 -0.4178  N9 1.351, O11 1.210, C12 1.549
11 O 2.3247 -1.2635 -1.0430  C10 1.210
12 C 0.0032 -1.6368 -0.5386  C10 1.549, N13 1.451, C22 1.536, C26 1.535
13 N -1.1165 -0.8013 -0.1450  C12 1.451, C14 1.346, H37 1.012
14 C -1.4963 0.3284 -0.7715  N13 1.346, O15 1.217, C16 1.499
15 O -0.8655 0.8999 -1.6411  C14 1.217
16 C -2.7917 0.8678 -0.2436  C14 1.499, C17 1.394, N21 1.333
17 C -3.3114 2.0729 -0.7143  C16 1.394, N18 1.322, H38 1.081
18 N -4.4580 2.5536 -0.2649  C17 1.322, C19 1.324
19 C -5.0946 1.8423 0.6524  N18 1.324, C20 1.391, H39 1.081
20 C -4.5798 0.6419 1.1306  C19 1.391, N21 1.322, H40 1.081
21 N -3.4334 0.1577 0.6843  C16 1.333, C20 1.322
22 C 0.0866 -2.8347 0.4200  C12 1.536, C23 1.527, H41 1.091, H42 1.094
23 C -1.0881 -3.7958 0.2491  C22 1.527, C24 1.525, H43 1.092, H44 1.093
24 C -1.1867 -4.2681 -1.1976  C23 1.525, C25 1.525, H45 1.092, H46 1.092
25 C -1.3418 -3.0717 -2.1308  C24 1.525, C26 1.524, H47 1.091, H48 1.093
26 C -0.1583 -2.1228 -1.9859  C12 1.535, C25 1.524, H49 1.091, H50 1.090
27 H 0.2612 2.7898 0.9243  C1 1.093
28 H 1.1444 3.9408 -0.0764  C1 1.087
29 H 0.6777 2.3707 -0.7404  C1 1.089
30 H 3.3050 4.2013 0.7841  C3 1.080
31 H 5.4455 3.2535 1.5497  C4 1.080
32 H 5.6735 0.8231 1.8576  C5 1.080
33 H 3.8992 -1.6074 0.5165  C7 1.090
34 H 2.9548 -1.4905 1.9954  C7 1.089
35 H 4.7170 -1.3021 2.0577  C7 1.087
36 H 0.4758 0.4423 0.8186  N9 1.010
37 H -1.7811 -1.1753 0.5203  N13 1.012
38 H -2.7852 2.6472 -1.4632  C17 1.081
39 H -6.0325 2.2446 1.0083  C19 1.081
40 H -5.0888 0.0542 1.8822  C20 1.081
41 H 1.0170 -3.3643 0.2079  C22 1.091
42 H 0.1329 -2.4713 1.4503  C22 1.094
43 H -0.9490 -4.6498 0.9149  C23 1.092
44 H -2.0243 -3.3081 0.5333  C23 1.093
45 H -2.0358 -4.9451 -1.3102  C24 1.092
46 H -0.2805 -4.8166 -1.4622  C24 1.092
47 H -1.4048 -3.4114 -3.1657  C25 1.091
48 H -2.2706 -2.5436 -1.8987  C25 1.093
49 H -0.2811 -1.2534 -2.6331  C26 1.091
50 H 0.7675 -2.6231 -2.2717  C26 1.090

Computed properties:
- E_tot: -1146.09688 a.u.
- E_LUMO: -0.31 eV
- Relative energy (zero: lowest compared OMol25 entry of this formula, charge and spin): 35.1 kJ/mol
- Orbital gap: 8.27 eV
- Structure (SMILES): Cc1cccc(C)c1NC(=O)C1(NC(=O)c2cnccn2)CCCCC1

Density functional theory data (ωB97M-V/def2-TZVPD) for an isolated molecule of C20H24N4O2 at a distorted geometry.

Bonds (Å) are listed after each position.
CARTESIAN COORDINATES (ANGSTROEM)
1 C 0.0127 -1.2334 2.2160  C2 1.633, H27 1.105, H28 1.239, H29 1.015
2 C 0.7662 -2.2466 1.1809  C1 1.633, O3 1.352, H30 1.121, H31 0.989
3 O -0.1176 -3.1883 0.7821  C2 1.352, C4 1.442
4 C -0.5959 -3.3426 -0.5694  O3 1.442, C5 1.489, H32 1.235, H33 1.012
5 C -1.5616 -2.3497 -1.1163  C4 1.489, C6 1.804, H34 1.189, H35 0.945
6 C -2.9906 -2.3360 -0.0157  C5 1.804, N7 1.605, H36 0.972, H37 1.165
7 N -3.7159 -1.0005 -0.5305  C6 1.605, C8 1.374, H38 0.881
8 C -3.8106 0.0136 0.3923  N7 1.374, O9 1.335, C10 1.640
9 O -3.2295 -0.1241 1.5858  C8 1.335
10 C -4.5565 1.4237 0.0103  C8 1.640, C11 1.524, H39 0.941, H40 1.231
11 C -3.6608 2.0340 -1.0609  C10 1.524, C12 1.458, H41 0.935, H42 1.065
12 C -2.2188 1.8641 -0.9276  C11 1.458, C13 1.206, C26 1.622
13 C -1.4008 1.2514 -1.5680  C12 1.206, C14 1.491, H43 1.316
14 C 0.0484 0.9821 -1.3428  C13 1.491, C15 1.430, H44 0.987
15 C 0.4601 1.5418 -0.0924  C14 1.430, N16 1.416, C25 1.302
16 N 1.8445 1.5319 0.2043  C15 1.416, C17 1.387, C24 1.428
17 C 2.5401 2.2108 1.1940  N16 1.387, N18 1.349, H45 0.892
18 N 3.8286 1.9393 0.9011  C17 1.349, C19 1.386
19 C 4.0303 0.7050 0.3042  N18 1.386, C20 1.472, C24 1.489
20 C 5.0166 -0.3514 0.0242  C19 1.472, C21 1.172, H46 1.049
21 C 4.7870 -1.0196 -0.9108  C20 1.172, C22 1.484, H47 1.146
22 C 3.4044 -1.3506 -1.3366  C21 1.484, N23 1.227, H48 1.236
23 N 2.4914 -0.5592 -1.1219  C22 1.227, C24 1.365
24 C 2.7160 0.5641 -0.3804  N16 1.428, C19 1.489, N23 1.365
25 C -0.2653 2.3180 0.6607  C15 1.302, C26 1.478, H49 1.231
26 C -1.7342 2.4038 0.5229  C12 1.622, C25 1.478, H50 0.942
27 H -0.2739 -1.8959 3.0527  C1 1.105
28 H -0.8494 -0.6297 1.5627  C1 1.239
29 H 0.5686 -0.4294 2.4884  C1 1.015
30 H 1.6147 -2.7802 1.6840  C2 1.121
31 H 1.0813 -1.8393 0.3360  C2 0.989
32 H -1.2050 -4.4137 -0.6440  C4 1.235
33 H 0.1363 -3.2303 -1.2589  C4 1.012
34 H -1.1480 -1.3040 -0.7300  C5 1.189
35 H -1.8769 -2.3001 -2.0060  C5 0.945
36 H -3.4043 -3.1687 -0.2996  C6 0.972
37 H -2.8225 -2.1758 1.1260  C6 1.165
38 H -4.1681 -0.7486 -1.2434  N7 0.881
39 H -4.7428 1.9744 0.7499  C10 0.941
40 H -5.4570 0.7645 -0.5082  C10 1.231
41 H -3.8711 1.5097 -1.8060  C11 0.935
42 H -4.0259 3.0320 -1.1372  C11 1.065
43 H -1.6706 0.9193 -2.8122  C13 1.316
44 H 0.7251 0.8662 -2.0512  C14 0.987
45 H 2.1718 2.9467 1.5388  C17 0.892
46 H 5.9494 -0.1638 0.4669  C20 1.049
47 H 5.5568 -1.8395 -1.1306  C21 1.146
48 H 3.2480 -2.1334 -2.2802  C22 1.236
49 H -0.1298 2.6451 1.8395  C25 1.231
50 H -2.4134 2.8189 1.0265  C26 0.942

Computed properties:
- E_tot: -1145.39768 a.u.
- E_LUMO: -0.02 eV
- Relative energy (zero: lowest compared OMol25 entry of this formula, charge and spin): 1870.8 kJ/mol
- Orbital gap: 8.33 eV
- Structure (SMILES): CCOCCCNC(=O)CCc1ccc(-n2cnc3cccnc32)cc1

Density functional theory data (ωB97M-V/def2-TZVPD) for an isolated molecule of C20H24N4O3 at a distorted geometry.

Bonds (Å) are listed after each position.
CARTESIAN COORDINATES (ANGSTROEM)
1 C 3.8108 3.1207 -1.0203  C2 1.493, H28 1.088, H29 1.089, H30 1.087
2 C 2.4685 3.2533 -0.3808  C1 1.493, C3 1.368, C27 1.412
3 C 1.9120 4.4495 -0.0185  C2 1.368, C4 1.413, H31 1.079
4 C 0.6339 4.5096 0.5810  C3 1.413, C5 1.358, H32 1.078
5 C -0.0736 3.3751 0.8214  C4 1.358, N6 1.357, H33 1.078
6 N 0.4718 2.1812 0.4788  C5 1.357, C7 1.363, C27 1.389
7 C -0.0124 0.9126 0.5953  N6 1.363, C8 1.488, C17 1.390
8 C -1.3262 0.6267 1.2337  C7 1.488, N9 1.464, H34 1.098, H35 1.096
9 N -2.4038 1.3369 0.5419  C8 1.464, C10 1.450, H36 1.017
10 C -2.5647 0.9771 -0.8531  N9 1.450, C11 1.546, H37 1.093, H38 1.094
11 C -2.9840 -0.4874 -1.1189  C10 1.546, C12 1.487, H39 1.091, H40 1.091
12 C -4.2792 -0.7963 -0.4568  C11 1.487, C13 1.365, O16 1.352
13 C -4.5661 -1.2772 0.7879  C12 1.365, C14 1.418, H41 1.071
14 C -5.9797 -1.3038 0.8904  C13 1.418, C15 1.358, H42 1.071
15 C -6.4465 -0.8320 -0.2949  C14 1.358, O16 1.345, H43 1.072
16 O -5.4271 -0.5194 -1.1153  C12 1.352, C15 1.345
17 C 0.9628 0.0848 0.0507  C7 1.390, C18 1.477, N26 1.360
18 C 0.8341 -1.3816 -0.0737  C17 1.477, O19 1.230, N20 1.351
19 O -0.2521 -1.9191 0.1343  C18 1.230
20 N 1.9031 -2.1217 -0.4400  C18 1.351, C21 1.444, C25 1.450
21 C 3.2737 -1.6951 -0.6014  N20 1.444, C22 1.534, H44 1.089, H45 1.096
22 C 4.1349 -2.3780 0.4682  C21 1.534, O23 1.410, H46 1.091, H47 1.101
23 O 4.0224 -3.7821 0.4029  C22 1.410, C24 1.410
24 C 2.6826 -4.1911 0.5658  O23 1.410, C25 1.531, H48 1.091, H49 1.101
25 C 1.7765 -3.5648 -0.4981  N20 1.450, C24 1.531, H50 1.090, H51 1.095
26 N 2.0182 0.8263 -0.3814  C17 1.360, C27 1.318
27 C 1.7187 2.0845 -0.1258  C2 1.412, N6 1.389, N26 1.318
28 H 3.7325 2.5153 -1.9207  C1 1.088
29 H 4.4942 2.6090 -0.3441  C1 1.089
30 H 4.2197 4.0960 -1.2694  C1 1.087
31 H 2.4499 5.3681 -0.1971  C3 1.079
32 H 0.2144 5.4664 0.8457  C4 1.078
33 H -1.0630 3.3512 1.2475  C5 1.078
34 H -1.3139 1.0002 2.2660  C8 1.098
35 H -1.4599 -0.4604 1.2572  C8 1.096
36 H -3.2758 1.1492 1.0306  N9 1.017
37 H -1.6176 1.1693 -1.3640  C10 1.093
38 H -3.3221 1.6489 -1.2681  C10 1.094
39 H -2.2105 -1.1614 -0.7487  C11 1.091
40 H -3.0864 -0.6240 -2.1961  C11 1.091
41 H -3.8608 -1.5941 1.5291  C13 1.071
42 H -6.5599 -1.6297 1.7294  C14 1.071
43 H -7.4399 -0.6786 -0.6672  C15 1.072
44 H 3.3334 -0.6108 -0.5241  C21 1.089
45 H 3.6179 -2.0135 -1.5924  C21 1.096
46 H 5.1907 -2.1501 0.3150  C22 1.091
47 H 3.8260 -2.0231 1.4641  C22 1.101
48 H 2.6827 -5.2790 0.4826  C24 1.091
49 H 2.3210 -3.9020 1.5648  C24 1.101
50 H 0.7332 -3.8283 -0.3218  C25 1.090
51 H 2.0854 -3.9073 -1.4916  C25 1.095

Computed properties:
- E_tot: -1221.26349 a.u.
- E_LUMO: 0.55 eV
- Relative energy (zero: lowest compared OMol25 entry of this formula, charge and spin): 315.7 kJ/mol
- Orbital gap: 8.70 eV
- Structure (SMILES): Cc1cccn2c(CNCCc3ccco3)c(C(=O)N3CCOCC3)nc12

Among the records above, which one has the lowest E_LUMO?
number 2

Which of these has the highest relative energy (zero: lowest compared OMol25 entry of this formula, charge and spin)?
number 3

Which of these has the lowest relative energy (zero: lowest compared OMol25 entry of this formula, charge and spin)?
C20H24N3O4S2

Number 4 is which compound?
C20H24N4O3